i | The following is a DFT calculation (the ωB97M-V functional and the def2-TZVPD basis) of a cluster of 2 separate species, C9H14 in total.

Its HOMO energy (alpha / beta) is -14.52 / -14.53 eV. Its multiplicity is 2. As for the frontier orbital gap (alpha / beta): 10.155 / 6.392 eV. As for the expectation value of S²: 0.77. The total charge is +1.

CARTESIAN COORDINATES (ANGSTROEM)
1 H 0.7908 -0.7751 -3.6811
2 C 0.4320 1.5269 -0.4710
3 H 0.5737 -0.2977 3.9889
4 H -1.0639 -2.0933 -1.5836
5 C -0.8321 0.9238 -0.1269
6 C -0.8673 -1.6060 -2.5366
7 C 1.4997 1.4099 0.3784
8 C -0.0183 0.3853 2.0341
9 H -1.3529 -2.2469 -3.2810
10 H 1.1760 -2.3328 -2.9247
11 H -1.2007 -0.5480 3.5941
12 H 1.9147 1.2634 2.4795
13 H 2.4425 1.9236 0.2566
14 H 1.1722 -0.9251 -2.0227
15 H -1.3891 -0.6481 -2.5030
16 C -0.2983 0.0402 3.4315
17 C -1.0297 0.3294 1.0762
18 H 0.5315 2.1298 -1.3600
19 H -1.6447 1.0483 -0.8222
20 C 1.2557 0.9615 1.6667
21 H -0.6759 0.9762 3.8862
22 C 0.6035 -1.4336 -2.8236
23 H -2.0195 -0.0118 1.3442

---

ii | The following is a DFT calculation (the ωB97M-V functional and the def2-TZVPD basis) of a cluster of 2 separate species, C9H14 in total.

Its HOMO energy (alpha / beta) is -13.97 / -13.96 eV. Its multiplicity is 2. As for the frontier orbital gap (alpha / beta): 9.657 / 5.614 eV. As for the expectation value of S²: 0.77. The total charge is +1.

CARTESIAN COORDINATES (ANGSTROEM)
1 H -1.6487 -0.3417 -1.6426
2 C -0.9886 -1.2713 1.6123
3 H -1.5449 -3.2055 2.3262
4 H -1.1157 1.5280 0.8646
5 C -2.3166 -2.8614 0.4729
6 C -1.5953 -2.5166 1.5810
7 H -0.3795 -0.7660 2.2759
8 H -3.0842 -2.1789 -1.6116
9 H 1.2617 2.6522 -0.6242
10 C -0.3803 0.7790 0.5185
11 H 0.1918 1.2460 -0.3788
12 H 2.7970 1.0742 0.3550
13 C -1.0108 -0.4994 0.3710
14 C 2.3233 2.6880 -1.0000
15 H 2.3740 3.1194 -2.1642
16 C -1.7390 -0.9272 -0.7178
17 H 3.8602 1.1069 -1.0584
18 H 2.7856 3.6114 -0.4189
19 H 2.1467 0.5112 -1.1712
20 C -2.4368 -2.1040 -0.6575
21 C 2.8057 1.3370 -0.7310
22 H 0.3495 0.8366 1.4485
23 H -2.6552 -3.8179 0.3503

---

Q: Which of them is the most stable? A: i.

---

i | The following is a DFT calculation (the ωB97M-V functional and the def2-TZVPD basis) of a structure of composition C8H22AgBr3N2O2.

Its HOMO energy (alpha / beta) is -4.33 / -4.01 eV. Its multiplicity is 2. As for the frontier orbital gap (alpha / beta): 6.951 / 4.685 eV. As for the expectation value of S²: 0.76. The total charge is -1.

CARTESIAN COORDINATES (ANGSTROEM)
1 C -0.3559 -1.4989 -3.0670
2 Ag 1.7175 0.3641 -0.9407
3 C -0.1399 -1.5685 3.1656
4 H -0.8941 3.5809 -3.4911
5 H -0.2966 -1.2398 -4.1241
6 C -0.7351 0.8012 -2.8805
7 H -0.1359 1.1480 -3.7224
8 H 0.9224 -1.8860 0.9737
9 H -0.2782 -1.1104 4.1449
10 H 1.3509 -0.3930 2.3798
11 Br 3.5000 1.3237 0.9629
12 H 0.2022 -2.3873 -2.7715
13 Br 2.9855 1.3310 -3.2594
14 H -1.4196 4.2745 -2.0164
15 H -1.4278 -1.6862 -3.0030
16 H 0.6317 3.0990 -1.7865
17 H 1.5219 -3.7621 4.5964
18 H -0.0628 1.5022 2.9386
19 Br 2.9778 -2.1795 -1.0990
20 N 0.5034 -0.9771 0.8375
21 H 0.0019 -3.1094 5.1419
22 C -1.5296 3.3794 -2.6287
23 N 0.2984 2.2864 -1.2878
24 H -1.7029 1.7723 -1.1799
25 H 0.1518 -4.5540 4.0917
26 O 0.6174 -2.7640 3.0965
27 H -1.7411 0.5365 -3.2060
28 C -0.9628 2.0408 -1.9337
29 H 0.1038 2.8445 -0.4688
30 C 0.5044 -3.5391 4.2754
31 H -0.4154 -1.3372 0.6224
32 O -0.0808 -0.3014 -2.2837
33 H -0.3776 1.4087 1.2475
34 H -2.5869 3.3780 -2.8936
35 H -1.5276 0.7555 2.3132
36 C 0.2862 -0.4950 2.1699
37 C -0.4498 0.8329 2.1702
38 H -1.1571 -1.8704 2.9159

---

ii | The following is a DFT calculation (the ωB97M-V functional and the def2-TZVPD basis) of a structure of composition C8H22AgBr3N2O2.

Its HOMO energy (alpha / beta) is -4.19 / -3.97 eV. Its multiplicity is 2. As for the frontier orbital gap (alpha / beta): 6.507 / 5.011 eV. As for the expectation value of S²: 0.76. The total charge is -1.

CARTESIAN COORDINATES (ANGSTROEM)
1 N 0.4386 1.1879 1.1913
2 Ag 1.8245 -0.5629 1.3645
3 C -1.2070 2.5142 -2.2480
4 H 0.8280 -2.2572 -2.9979
5 H 1.7250 -1.0292 -3.8034
6 C 1.5429 -1.4547 -2.8165
7 H -0.2383 1.0579 3.1840
8 H -1.4547 3.3919 -1.6510
9 H -1.3944 -0.6628 0.8877
10 H 0.5766 2.1707 1.3785
11 H -1.2134 2.9966 1.4975
12 H -2.2712 2.0490 2.7482
13 H -0.3187 -1.4370 -0.8812
14 Br 4.0076 0.9028 0.2556
15 H 1.6830 0.4050 -1.5134
16 N 0.6282 -1.1170 -0.7355
17 H -1.1664 -2.9786 3.0268
18 C -1.6137 2.0573 1.8790
19 Br 3.0354 -2.8577 0.7658
20 C 1.0037 -0.3717 -1.8647
21 H -0.0416 0.7619 -3.4477
22 O -0.0619 -1.3678 2.2032
23 C -1.0361 -0.4102 1.8857
24 H 2.5013 -1.7995 -2.4283
25 H -0.3949 2.8810 -2.8756
26 H -0.0997 1.0817 0.3433
27 C -0.5818 -2.7265 2.1421
28 C -0.2730 0.3090 -2.4836
29 H -1.9463 -0.6048 2.4530
30 H -2.2228 1.8636 0.9961
31 H -1.3606 -2.7550 1.3800
32 H 0.0316 -3.5576 1.7941
33 H 1.1001 -2.0086 -0.7847
34 Br 2.5191 -0.0960 4.1156
35 C -0.5708 0.9847 2.1486
36 O -0.7126 1.3990 -1.5742
37 H -1.1746 -0.2706 -2.6821
38 H -2.0907 2.3113 -2.8530

---

Q: Which of them is the most stable? A: i.

---

i | The following is a DFT calculation (the ωB97M-V functional and the def2-TZVPD basis) of an isolated molecule of C3H6S3.

As for the structure (SMILES): CSCSC=S. Its HOMO energy is -8.99 eV. As for the frontier orbital gap: 8.546 eV. The total charge is 0.

CARTESIAN COORDINATES (ANGSTROEM)
1 H 1.8387 -0.1306 2.8549
2 H 0.0053 -1.0719 -0.4667
3 S 1.7683 0.3683 0.6650
4 C -1.4448 0.2563 -2.6090
5 H -0.5508 0.4331 0.3023
6 C 0.2658 -0.0229 -0.3935
7 H 0.3816 0.5871 2.6781
8 C 1.0440 -0.1721 2.1945
9 H 0.5849 -1.1543 2.2812
10 S -2.6561 -0.5350 -1.8052
11 S 0.2083 0.7788 -2.0351
12 H -1.4452 0.6632 -3.6666

---

ii | The following is a DFT calculation (the ωB97M-V functional and the def2-TZVPD basis) of a structure of composition C3H6S3.

Its HOMO energy is -8.71 eV. As for the frontier orbital gap: 8.306 eV. The total charge is 0.

CARTESIAN COORDINATES (ANGSTROEM)
1 C -0.5685 -0.8499 0.7572
2 S -0.8744 0.6719 -1.5350
3 H 0.0290 1.1567 0.6801
4 C 0.0109 0.3015 0.0023
5 H 1.9410 0.8646 -0.6689
6 H -0.8158 2.0231 -1.3655
7 H 1.9734 -0.2200 0.7309
8 H -2.6231 0.1384 0.2616
9 H 1.5998 -0.9373 -0.9550
10 S -2.3267 -0.9894 0.9634
11 C 1.4694 -0.0362 -0.2936
12 S 0.1851 -2.1235 1.4227

---

Q: Which of them is the most stable? A: ii.

---

i | The following is a DFT calculation (the ωB97M-V functional and the def2-TZVPD basis) of a cluster of 2 separate species, C2H4N2Se in total.

Its HOMO energy (alpha / beta) is -8.14 / -8.14 eV. As for the frontier orbital gap (alpha / beta): 7.747 / 7.748 eV. The total charge is 0.

CARTESIAN COORDINATES (ANGSTROEM)
1 H 3.1393 0.6823 -1.5396
2 N 0.0524 -0.1562 1.3343
3 H -2.8248 -0.9786 1.4432
4 H -2.2260 -1.3289 -0.3281
5 N -1.0100 -0.4232 1.0670
6 C 2.0992 0.8753 -1.0966
7 Se 1.4673 2.1542 -0.1763
8 C -2.0936 -0.9841 0.7034
9 H 1.3961 0.1591 -1.4073

---

ii | The following is a DFT calculation (the ωB97M-V functional and the def2-TZVPD basis) of an isolated molecule of C2H4N2Se.

As for the structure (SMILES): C1N=NC[Se]1. Its HOMO energy is -8.71 eV. As for the frontier orbital gap: 8.718 eV. The total charge is 0.

CARTESIAN COORDINATES (ANGSTROEM)
1 H 0.2886 2.2702 -0.4903
2 C 0.1741 1.3149 -0.0089
3 C -0.1063 -1.2735 0.0347
4 Se 1.6983 -0.0829 -0.2696
5 H 0.0993 -2.0672 -0.6859
6 N -1.1289 -0.5304 -0.3395
7 N -1.0553 0.6708 -0.3306
8 H 0.2077 1.4795 1.0809
9 H -0.1776 -1.7813 1.0093

---

Q: Which of them is the most stable? A: ii.

---

i | The following is a DFT calculation (the ωB97M-V functional and the def2-TZVPD basis) of a cluster of 2 separate species, C2H9NP in total.

Its HOMO energy is -13.55 eV. As for the frontier orbital gap: 7.572 eV. The total charge is +1.

CARTESIAN COORDINATES (ANGSTROEM)
1 H -0.9598 -1.3384 -0.7821
2 H -1.4638 -0.2670 -1.9397
3 N 0.9707 0.1523 -0.3829
4 H 1.1216 -0.6620 -1.0456
5 C 1.9206 0.1139 0.6973
6 H 1.5375 0.8242 1.4698
7 C -1.4312 -0.3908 -0.9115
8 H 2.9237 0.4856 0.5417
9 H -3.1869 1.3370 0.3510
10 H 1.0383 0.9845 -1.0160
11 H 2.0531 -0.8936 1.0521
12 P -2.4890 0.0435 0.3605
13 H -2.0348 -0.3892 1.6056

---

ii | The following is a DFT calculation (the ωB97M-V functional and the def2-TZVPD basis) of the ion C2H9NP with charge +1.

As for the structure (SMILES): C[C@@H]([NH3+])P. Its HOMO energy is -14.31 eV. As for the frontier orbital gap: 10.336 eV. The total charge is +1.

CARTESIAN COORDINATES (ANGSTROEM)
1 H 1.0021 1.5424 1.2555
2 C -0.1879 0.2296 -0.1590
3 H -1.7009 -1.2735 1.2053
4 P -0.8530 -1.7410 0.0722
5 H -0.5165 1.0265 1.8987
6 H 0.6897 -0.1960 1.6665
7 H -1.1015 0.6304 -0.5562
8 H 1.7718 0.3263 -0.7474
9 H -1.9213 -1.5623 -0.9174
10 H 0.7986 -0.7536 -1.7306
11 C 0.2398 0.6700 1.2416
12 N 0.8431 0.1670 -1.2772
13 H 0.9359 0.9342 -1.9522

---

Q: Which of them is the most stable? A: ii.

---

i | The following is a DFT calculation (the ωB97M-V functional and the def2-TZVPD basis) of a cluster of 3 separate species, C6H19NO2 in total.

As for the structure (SMILES): CCCCCNC.O.O. Its HOMO energy is -9.49 eV. As for the frontier orbital gap: 10.330 eV. The total charge is 0.

CARTESIAN COORDINATES (ANGSTROEM)
1 H 2.6237 1.5703 0.2933
2 N -1.8968 0.1979 0.4150
3 H 1.5266 1.6634 -2.5745
4 H 1.0808 -0.2078 0.7815
5 H -1.8792 0.4460 -1.6928
6 H -3.2783 -1.1756 -0.4804
7 H 0.2145 0.4100 2.9494
8 H 3.1259 1.0672 -2.1138
9 C -2.5891 -1.0894 0.3718
10 H 0.2794 -0.2328 -2.1614
11 H 1.0337 2.1418 -0.1405
12 H 0.0917 -1.8650 2.0090
13 C 2.3169 1.7351 -1.8245
14 H -1.8728 -1.9036 0.3017
15 C 0.0342 -0.3249 -1.1006
16 H -0.2171 -1.3764 -0.9570
17 H -2.5781 0.9157 0.6207
18 C -1.2042 0.5283 -0.8272
19 H -3.1664 -1.2308 1.2842
20 H 0.4642 -3.3497 2.3054
21 H -0.9749 0.0029 2.0306
22 H 2.0529 -0.7184 -0.5468
23 C 1.8113 1.4273 -0.4223
24 O -0.4599 -0.2652 2.8341
25 C 1.2777 0.0025 -0.2700
26 H -0.9189 1.5811 -0.7869
27 O 0.3982 -2.7015 1.5965
28 H 2.7042 2.7518 -1.8944

---

ii | The following is a DFT calculation (the ωB97M-V functional and the def2-TZVPD basis) of a cluster of 3 separate species, C6H19NO2 in total.

As for the structure (SMILES): CCCNCCC.O.O. Its HOMO energy is -8.84 eV. As for the frontier orbital gap: 9.262 eV. The total charge is 0.

CARTESIAN COORDINATES (ANGSTROEM)
1 C -1.3593 1.2146 -1.4683
2 H -2.2492 0.6559 -1.4957
3 C -0.3834 1.8273 0.7931
4 H 1.4982 -2.9189 1.4117
5 H 0.0313 -3.3836 0.6408
6 H -0.3547 -0.5388 1.5227
7 H -0.8883 1.4603 1.7602
8 H -0.5452 0.4502 -1.3959
9 H 1.1103 -1.0661 -0.8289
10 H 2.5013 1.3786 1.0402
11 H -1.9553 -2.4905 -0.8871
12 H -2.2671 2.3603 0.1711
13 C -1.2885 2.2451 -0.3878
14 H -0.0084 2.7199 1.2984
15 C 0.5896 -1.4753 -0.0086
16 H -0.4660 -1.4329 -0.4382
17 H -3.1102 -1.5305 -1.2998
18 N 0.8164 0.9337 0.5394
19 C 0.6621 -0.4643 1.0709
20 O 3.4074 1.6806 0.8165
21 H -0.8991 3.1853 -0.7833
22 C 0.9514 -2.8722 0.5030
23 H -1.1700 1.5462 -2.5171
24 H 1.4531 -3.4434 -0.3407
25 H 1.3950 -0.5775 2.0179
26 H 3.6092 1.1974 0.0814
27 O -2.1303 -1.6942 -1.4280
28 H 1.0497 1.0326 -0.3879

---

Q: Which of them is the most stable? A: i.